ORCA calculation (the ωB97M-V functional and the def2-TZVPD basis) on 2 unconnected molecules or ions with the total composition C28H24Br2O5 in a non-equilibrium geometry.

Summary:
LUMO level   -3.0 eV
Charge   0
Orbital gap   3.64 eV

Geometry (Å):
Br -0.21182 3.88766 -4.98673
C -0.56401 2.80057 -3.47523
C -0.03306 3.16627 -2.22477
C -0.13681 2.27411 -1.16625
C -0.74534 1.00750 -1.30549
C -0.84705 0.11103 -0.18039
C -2.01058 -0.65285 -0.05540
C -2.46028 -1.26339 1.10552
C -3.61070 -2.11794 1.16169
C -4.10745 -2.61474 2.39930
C -5.11311 -3.57571 2.43326
C -5.67346 -4.04334 1.22974
Br -6.95479 -5.42988 1.25314
C -5.27438 -3.49677 0.00066
C -4.26476 -2.54021 -0.02969
C -1.34927 0.70563 -2.55956
C -1.28431 1.60165 -3.62460
H 0.49608 4.10831 -2.09935
H 0.21432 2.55825 -0.17461
H -0.12546 0.16005 0.63891
H -2.67414 -0.70676 -0.92113
H -1.93275 -1.03626 2.03303
H -3.68578 -2.22871 3.32849
H -5.45807 -3.98706 3.37674
H -5.73240 -3.83551 -0.92343
H -3.96709 -2.13003 -0.99239
H -1.88096 -0.23760 -2.68997
H -1.73400 1.35163 -4.58326
C 2.96136 6.04633 -0.91177
O 2.32852 5.41220 0.22324
C 2.52339 4.07634 0.38852
C 1.93620 3.47709 1.53469
C 1.76608 2.11008 1.59314
C 2.27999 1.24038 0.57613
C 2.11958 -0.18431 0.65260
C 2.93139 -0.98407 -0.28970
O 3.61977 -0.56434 -1.20811
O 3.00261 -2.34074 -0.08389
C 2.08259 -2.94639 0.85441
C 0.69127 -3.03745 0.26737
C 2.66872 -4.32733 1.15228
O 2.08454 -2.18407 2.06920
C 1.97672 -0.80659 1.98526
O 1.83990 -0.22558 3.04685
C 2.86511 1.88822 -0.55759
C 3.09963 3.24978 -0.60357
H 2.73796 7.10526 -0.78369
H 4.04825 5.88034 -0.89469
H 2.54308 5.68557 -1.86466
H 1.52008 4.11439 2.31513
H 1.24699 1.66732 2.44044
H 0.30122 -2.04767 0.00165
H 0.72110 -3.65532 -0.63698
H 0.01101 -3.48953 0.99798
H 3.68786 -4.20320 1.52749
H 2.06253 -4.84144 1.90173
H 2.69753 -4.91406 0.22970
H 3.17643 1.28809 -1.40818
H 3.58999 3.67480 -1.48321